Record 1
This record from OMol25 describes a structure of composition C4H7LiO2Zn. The level of theory is ωB97M-V/def2-TZVPD.

The total charge is +1. The energy above the lowest of the compared OMol25 structures with the same formula, charge and spin comes out at 67.2 kJ/mol. Its spin multiplicity is 2. Its orbital gap (spin up / spin down) is 6.4 / 4.8 eV. Its energy is -56970.1504 eV.

Each line ends with the Mulliken charge.
Positions of all 15 atoms, in Å:
1 H -2.74386 0.73476 0.67609  0.097
2 C 1.98814 0.08666 -0.11254  0.338
3 C 0.65585 -0.55130 -0.04803  -0.331
4 C -0.44020 0.45439 0.33429  -0.559
5 C -1.83109 -0.16636 0.26315  -0.409
6 O -2.34151 -0.28134 -0.96142  -0.897
7 O 3.01896 -0.46842 0.25281  -0.376
8 Zn 4.75768 -0.12723 0.36724  0.343
9 Li -3.71944 0.49464 -1.74134  0.893
10 H 2.03890 1.12302 -0.49814  0.389
11 H 0.44904 -0.92462 -1.06750  0.309
12 H 0.68762 -1.40713 0.63808  0.288
13 H -0.40433 1.33984 -0.31825  0.308
14 H -0.28382 0.80666 1.36624  0.368
15 H -1.83193 -1.11359 0.84932  0.237

***

Record 2
This record from OMol25 describes a structure of composition C4H12N2. The level of theory is ωB97M-V/def2-TZVPD.

The total charge is 0. The energy above the lowest of the compared OMol25 structures with the same formula, charge and spin comes out at 573.0 kJ/mol. Its orbital gap is 6.9 eV. Its energy is -7317.0903 eV.

Each line ends with the Mulliken charge.
Positions of all 18 atoms, in Å:
1 C 2.33711 0.23832 -0.06716  -1.581
2 C 0.83950 -0.08697 -0.13644  0.536
3 C 0.11269 0.01192 1.15726  -0.651
4 C -1.26990 -0.22609 1.09062  -0.081
5 N -1.76906 -0.89442 0.04653  -0.449
6 N 0.11934 0.45407 -1.26406  -0.911
7 H 2.50404 1.25530 0.29573  0.342
8 H 2.71968 0.17138 -1.08033  0.378
9 H 2.89408 -0.44984 0.56993  0.392
10 H 0.83781 -1.16223 -0.41409  0.199
11 H 0.68871 0.27080 2.03789  0.419
12 H -0.82339 0.91898 0.82309  0.152
13 H -1.87581 -0.29610 1.98756  0.435
14 H -0.94560 1.30879 -3.79924  0.124
15 H -1.38731 1.33680 -3.21319  -0.149
16 H -1.22681 -0.56400 -0.80776  0.430
17 H -2.77499 -0.85802 0.04334  0.249
18 H -0.28549 1.35960 -0.99423  0.167

***

Record 3
This record from OMol25 describes a structure of composition C26H31N3O4S2. The level of theory is ωB97M-V/def2-TZVPD.

The total charge is 0. The energy above the lowest of the compared OMol25 structures with the same formula, charge and spin comes out at 2465.0 kJ/mol. Its orbital gap is 7.7 eV. Its energy is -61771.9831 eV.

Each line ends with the Mulliken charge.
Positions of all 66 atoms, in Å:
1 C -4.09874 -1.09868 -2.10108  -1.386
2 C -2.73483 -1.71478 -1.65331  1.533
3 C -1.88804 -2.34043 -2.51128  -1.349
4 C -0.81085 -2.99391 -2.02551  0.270
5 C -0.51868 -2.98403 -0.81791  -1.132
6 C -1.42943 -2.21727 0.26873  1.438
7 C -2.62977 -1.68352 -0.13754  -0.627
8 N -3.36322 -0.74373 0.42101  0.488
9 S -2.75589 0.66061 1.07936  1.465
10 O -2.90610 0.63201 2.57910  -0.779
11 O -1.42452 0.98451 0.70255  -0.662
12 C -3.85961 1.94308 0.27370  0.902
13 C -4.89533 2.08441 0.87956  -0.226
14 C -5.73854 3.22886 0.36125  -0.528
15 C -5.43994 3.56420 -1.07632  -0.646
16 C -4.32821 3.12375 -1.43032  -0.442
17 C -3.37892 2.11812 -0.83894  -1.239
18 H -2.52779 1.87950 -1.24536  0.935
19 H -3.89766 3.61324 -2.60843  0.094
20 H -6.11670 4.30828 -1.35063  0.436
21 H -6.71646 3.47498 0.70443  0.412
22 H -5.25483 2.01116 2.14396  0.206
23 C -4.59014 -1.13706 1.14759  -1.435
24 H -5.50779 -0.85880 0.68097  0.287
25 H -4.58389 -2.17017 0.87837  0.470
26 H -4.58511 -0.84564 2.09841  0.652
27 C -1.02379 -2.21081 1.66295  -2.401
28 H -0.29983 -1.04236 1.78279  0.036
29 H -0.63598 -2.98132 2.10565  0.863
30 H -1.88603 -1.86282 2.33374  0.368
31 S 1.04677 -3.32801 -0.15604  1.466
32 O 0.83385 -4.38547 0.85623  -0.819
33 O 1.79586 -3.86637 -1.23497  -0.886
34 N 1.68561 -2.16755 0.48931  0.411
35 C 2.66097 -2.25460 1.56351  -0.559
36 C 2.95582 -0.61154 2.24400  -0.893
37 N 3.33777 0.20776 1.08045  0.736
38 C 2.34218 0.29440 0.43960  -1.192
39 C 2.07256 -1.03819 -0.48469  -0.736
40 H 1.14929 -0.87222 -1.11458  0.544
41 H 3.06090 -1.50495 -0.88728  0.186
42 H 2.55752 1.06870 -0.32659  0.325
43 H 1.29950 0.58897 0.62073  0.287
44 C 4.63983 -0.04860 0.82505  -2.356
45 C 5.02299 1.42112 0.04085  0.767
46 C 6.02708 1.25514 -1.07073  -0.786
47 C 6.37450 2.38175 -1.62231  -0.449
48 C 6.09936 3.56865 -1.07022  -0.209
49 C 5.24722 3.85587 -0.04669  -0.532
50 C 4.67462 2.65975 0.71501  -0.744
51 H 4.24435 2.66749 1.52206  0.858
52 H 4.98767 4.76116 0.44232  0.376
53 H 6.48268 4.69076 -1.68135  0.104
54 H 6.93929 2.36253 -2.47645  0.470
55 H 6.24254 0.29756 -1.38330  0.457
56 H 4.90773 -0.66716 0.33779  1.330
57 H 5.28786 -0.11418 1.61980  0.653
58 H 3.59184 -0.88138 3.04327  0.495
59 H 2.00288 -0.38686 2.67866  0.410
60 H 2.44531 -2.92021 2.56869  0.242
61 H 3.70521 -2.65150 1.07178  0.261
62 H -0.12731 -3.50365 -2.54221  0.876
63 H -2.26029 -2.55060 -3.58891  0.178
64 H -4.47850 -0.15426 -1.63216  0.094
65 H -4.97774 -1.85058 -1.91772  0.236
66 H -4.05113 -1.06508 -3.23041  0.396

***

How do the records compare in largest force on an atom? In the order shown, they have 4.30 3.42 19.98 eV Å⁻¹.